Record 1
The following is a quantum chemistry calculation of C4H6As3F21N2O8Pt as an isolated structure in a non-equilibrium geometry, from OMol25.

Structure (XYZ):
```
45
Properties=species:S:1:pos:R:3:forces:R:3
Pt -0.51148 -0.58305 -0.16147 0.5 1.5 1.3
N -3.48090 -2.53865 -0.05259 -0.4 -0.2 -0.4
O -2.51739 -1.73756 -0.15764 -0.4 -0.1 0.0
O -3.36684 -3.71862 -0.42645 0.2 0.4 0.2
O -4.58010 -2.13009 0.38621 0.3 0.1 0.1
N 2.39718 0.16934 -0.73436 -0.5 1.1 -0.4
O 3.61341 -0.07921 -0.76661 -0.6 0.1 0.2
O 1.84185 0.90673 -1.58699 0.7 -0.9 0.8
O 1.69166 -0.27220 0.24519 0.2 -0.4 -0.8
As -2.16299 1.38744 -3.31947 1.0 0.2 -0.3
F -3.78403 0.77896 -3.15066 0.3 0.0 0.3
F -1.78103 0.06069 -4.38462 -0.1 0.2 0.5
F -0.56138 2.08132 -3.65988 -0.8 -0.4 0.6
F -2.54031 2.73744 -2.25995 0.1 -0.4 -0.4
F -1.57092 0.49714 -1.89641 -0.5 0.6 -1.3
F -2.70478 2.29413 -4.71512 -0.4 0.3 -0.2
As 0.50926 -3.41457 -2.81740 1.0 -0.5 0.4
F 1.01505 -4.67509 -3.97101 -0.3 0.2 0.3
F 0.23201 -4.60594 -1.56296 0.1 0.3 -0.7
F 0.06227 -2.14950 -1.63223 0.3 -0.9 -1.1
F 0.90568 -2.21137 -4.02796 -0.6 -0.4 0.5
F -1.12788 -3.59598 -3.35507 0.5 0.4 0.0
F 2.19496 -3.33774 -2.30024 -0.6 0.1 0.0
As 0.08707 -2.77655 3.08586 0.3 -0.8 -0.1
F -0.89770 -1.90041 4.21869 -0.1 -0.3 0.1
F 1.42944 -1.79611 3.56924 0.0 0.3 -0.4
F 1.11712 -3.63074 1.95836 -0.5 0.6 0.3
F -1.20229 -3.88303 2.71543 0.1 0.4 0.2
F -0.51299 -1.63359 1.83492 0.8 -1.0 1.1
F 0.60451 -3.90713 4.38541 -0.3 0.3 -0.3
C -0.28739 2.36522 1.15267 0.8 -1.6 -1.9
O 1.03615 2.11227 1.65420 0.3 0.3 1.1
O -0.93638 1.21864 1.06559 -1.0 -0.3 0.8
C -0.97320 3.45552 1.99490 -1.0 0.0 0.5
F -0.61300 4.69120 1.53804 0.2 0.1 0.2
F -2.32773 3.43856 1.90035 0.5 -0.1 0.0
F -0.70322 3.45703 3.32834 0.1 -0.1 -0.4
C 2.10410 2.96220 1.32208 -1.8 1.2 0.0
C 3.36746 2.60207 2.04402 0.6 -0.7 -0.7
H 3.58230 1.53514 1.93782 0.0 0.1 -0.2
H 4.13451 3.18016 1.51634 0.3 -0.1 0.3
H 3.40175 2.80866 3.11391 -0.4 0.3 0.0
H 1.87268 4.00993 1.60490 -0.1 0.0 0.1
H 2.15164 3.02521 0.22690 0.7 -0.4 0.0
H -0.20816 2.80215 0.13971 0.4 0.6 0.0
```
Forces are in eV/Å.

## Properties
strongest force on any atom: 2.6 eV/A
energy: -266433.3725 eV
net charge: -4
spin multiplicity: 3
orbital gap (alpha / beta): 0.2451 / 0.2479 Eh

=====

Record 2
The following is a quantum chemistry calculation of an isolated ion of composition C4H6Br2N and charge +1 in a non-equilibrium geometry, from OMol25.

Structure (XYZ):
```
13
Properties=species:S:1:pos:R:3:forces:R:3
C 1.55540 -0.65682 0.00212 -2.9 -3.3 0.6
C 1.26152 0.57722 0.06740 -0.6 2.8 -0.4
C -0.70855 -1.27904 -0.09574 2.1 -1.2 -0.1
C -0.15670 1.11924 0.00080 0.3 2.3 -2.1
N -1.24622 0.11240 0.17877 2.0 -3.0 1.0
Br 2.86502 -1.87706 0.21364 -0.1 0.2 -0.2
Br 2.55232 2.01717 -0.05170 -0.6 -0.8 0.2
H -0.78315 -1.61682 -1.11131 0.1 0.6 -0.7
H -1.19785 -2.12684 0.49947 1.0 1.7 -0.1
H -0.25212 1.93353 0.73093 -0.2 -0.2 -0.2
H -0.30299 1.61007 -1.10907 0.2 -1.2 2.8
H -1.98369 0.34495 -0.43073 -1.4 0.3 -0.8
H -1.60300 -0.15800 1.10542 0.1 1.7 0.1
```
Forces are in eV/Å.

## Properties
strongest force on any atom: 4.4 eV/A
energy: -145808.8791 eV
net charge: +1
orbital gap: 0.3164 Eh

=====

Record 3
The following is a quantum chemistry calculation of a 3-piece molecular cluster, C4H6Br2N2O2 overall in a non-equilibrium geometry, from OMol25.

Structure (XYZ):
```
16
Properties=species:S:1:pos:R:3:forces:R:3
C -1.12325 2.67778 -1.69458 -0.8 0.8 0.1
C 0.19276 -1.89613 0.97446 0.6 1.7 -2.4
C 1.74604 -0.08717 0.23686 1.6 0.1 4.0
C 0.07810 -0.84205 -1.09789 -0.8 -2.2 3.6
N 1.03364 -0.11401 -0.92545 0.7 1.2 -2.2
N 1.12550 -0.96090 1.35990 -1.7 0.5 0.9
O -0.40468 3.41855 -1.20061 1.6 0.6 0.7
O -1.97525 2.07584 -2.16940 -0.8 -1.4 -0.7
Br -0.94701 -1.17250 -2.55194 -0.6 0.0 -1.3
Br -2.08034 0.97741 1.70352 0.0 0.1 0.0
H -0.71056 -1.97573 1.52171 -0.8 0.2 0.4
H 0.46354 -2.76627 0.44887 0.7 -1.0 -0.3
H 2.82079 -0.48788 0.21570 -1.5 1.1 -0.7
H 1.65055 0.92303 0.74954 0.8 -0.9 -1.1
H 0.61154 -0.33091 2.02351 0.9 -0.6 -0.9
H -2.48137 0.56092 0.40578 0.0 -0.1 0.0
```
Forces are in eV/Å.

## Properties
strongest force on any atom: 4.3 eV/A
energy: -151402.8423 eV
net charge: 0
orbital gap: 0.2981 Eh

=====

Record 4
The following is a quantum chemistry calculation of an isolated molecule of C4H6Br2O in a non-equilibrium geometry, from OMol25.

Structure (XYZ):
```
13
Properties=species:S:1:pos:R:3:forces:R:3
C -0.13300 0.05845 1.07943 -0.6 -1.0 0.4
C 0.84864 0.33228 0.03452 -0.7 -0.1 -1.3
C -1.22472 -0.94177 0.70622 0.3 0.0 -0.7
C 0.71671 1.44946 -0.95281 2.1 1.1 0.8
O -0.83130 -2.20888 0.82901 -0.3 -0.8 -0.2
Br 1.74239 -1.19344 -0.52418 0.8 -0.6 -0.5
Br -2.53836 -0.56259 -0.65881 0.6 0.0 0.3
H 0.31233 -0.47423 1.93111 0.0 0.7 0.1
H -0.65558 0.94635 1.28749 -0.3 1.4 0.9
H -0.01994 1.48608 -1.74381 -1.5 0.0 0.7
H 1.53399 1.41206 -1.68105 0.7 0.0 0.7
H 0.88611 2.39581 -0.31181 -0.8 -1.0 -1.4
H -0.63726 -2.69958 0.00467 -0.2 0.4 0.2
```
Forces are in eV/Å.

## Properties
strongest force on any atom: 2.5 eV/A
energy: -146374.1230 eV
net charge: 0
orbital gap (alpha / beta): 0.2869 / 0.3024 Eh

=====

Record 5
The following is a quantum chemistry calculation of a 3-piece molecular cluster, C4H6BrCl overall in a non-equilibrium geometry, from OMol25.

Structure (XYZ):
```
12
Properties=species:S:1:pos:R:3:forces:R:3
C -0.26225 2.37999 -0.25711 1.1 0.1 -1.2
C 0.44692 2.40930 -1.23780 -0.4 0.4 0.2
C 0.24502 -1.48537 -0.68460 1.6 -2.7 0.0
C -0.82862 -2.19413 -0.94123 0.1 -1.3 0.3
Cl 0.49078 1.30159 3.66439 0.0 0.1 -0.1
Br 1.42533 2.71090 -2.76234 -0.5 -0.4 0.9
H -0.78729 2.42905 0.66202 -0.2 -0.2 0.1
H 0.44555 0.20121 4.30839 0.0 -0.1 0.0
H 1.23818 -2.01845 -0.65614 -1.0 1.0 -0.6
H 0.18112 -0.55648 -0.24858 0.0 2.1 0.7
H -1.79666 -1.94581 -0.61099 -1.2 1.0 -0.2
H -0.79807 -3.23179 -1.23602 0.4 -0.1 -0.3
```
Forces are in eV/Å.

## Properties
strongest force on any atom: 3.2 eV/A
SMILES string: C#CBr.C=C.Cl
energy: -86806.5284 eV
net charge: 0
orbital gap: 0.3926 Eh

=====

Record 6
The following is a quantum chemistry calculation of C4H6BrClN2O3 as an isolated structure in a non-equilibrium geometry, from OMol25.

Structure (XYZ):
```
17
Properties=species:S:1:pos:R:3:forces:R:3
C -1.74807 0.44429 -1.47446 -1.7 0.1 0.0
C -0.07480 0.06173 1.88555 1.9 0.9 1.4
C -0.73569 0.76727 -0.49115 4.0 -0.8 1.2
C -0.52363 -0.47419 0.54877 -2.1 1.8 -1.7
N 0.68726 1.30253 -3.41666 0.2 1.7 0.1
N 0.34874 -1.44514 -0.02486 0.0 -0.2 0.8
O 0.89357 -0.69618 2.39765 -0.5 -0.1 0.2
O -2.91268 0.29128 -1.31801 1.4 -0.1 -0.9
O -0.40119 1.05131 2.47062 -1.2 0.5 -0.7
Cl 2.01942 0.27020 -3.30657 0.8 -1.0 0.2
Br -0.85740 0.46318 -3.48999 -1.7 -0.9 0.4
H 0.37903 0.79720 -1.01970 -3.0 0.9 1.2
H -1.01284 1.63962 0.14911 0.3 -0.3 -0.9
H -1.50234 -0.85558 0.76531 -0.7 -0.6 -0.1
H 1.00469 -0.86406 -0.51832 0.7 -1.0 -0.8
H 0.84657 -1.38536 1.73476 1.3 -1.7 -0.4
H -0.08468 -2.20535 -0.54690 0.3 0.6 0.0
```
Forces are in eV/Å.

## Properties
strongest force on any atom: 4.3 eV/A
energy: -95927.9204 eV
net charge: 0
orbital gap: 0.2972 Eh

=====

Record 7
The following is a quantum chemistry calculation of a 2-piece molecular cluster, C4H6BrClO overall in a non-equilibrium geometry, from OMol25.

Structure (XYZ):
```
13
Properties=species:S:1:pos:R:3:forces:R:3
C 1.42192 -0.30252 1.10081 1.7 -0.1 1.7
C 2.40398 -0.77065 2.14301 -0.2 -1.9 -1.9
C -2.70652 0.57671 -2.15812 -1.7 -4.2 0.6
C 0.86135 0.30278 0.14798 0.5 0.1 0.2
O 0.07282 -0.74939 0.73184 -1.4 -0.9 -0.1
Cl 0.62947 1.27641 -1.14792 0.0 0.4 -0.5
Br -2.94320 1.31171 -0.34269 -0.1 -0.5 -1.1
H 2.89156 -1.77552 1.74933 -1.0 2.0 1.0
H 2.01081 -0.91501 3.15328 -0.4 -0.1 -0.4
H 3.15270 -0.02445 2.21738 0.9 0.6 0.0
H -2.16362 1.21008 -2.72596 1.0 2.8 -1.8
H -1.98113 -0.28130 -2.15777 -0.9 0.4 0.8
H -3.65012 0.14115 -2.71117 1.6 1.4 1.5
```
Forces are in eV/Å.

## Properties
strongest force on any atom: 4.5 eV/A
SMILES string: CC1=C(Cl)O1.CBr
energy: -88852.8439 eV
net charge: 0
orbital gap: 0.3118 Eh

=====

Record 8
The following is a quantum chemistry calculation of C4H6BrClO3S as an isolated structure in a non-equilibrium geometry, from OMol25.

Structure (XYZ):
```
16
Properties=species:S:1:pos:R:3:forces:R:3
C -0.20282 0.89542 0.36946 0.0 0.4 2.6
C -0.47685 1.54694 1.76868 1.7 -2.6 0.4
C -0.32424 -1.77383 -1.49809 1.4 -1.4 -4.3
C -1.33220 0.54233 -0.46111 0.2 -0.4 -0.1
O 0.94440 0.64754 0.06481 0.1 -0.3 -0.7
O -0.32203 0.41813 -2.80525 0.8 0.7 -0.6
O -2.54477 -0.53891 -2.51458 1.0 -0.4 0.9
S -1.21059 -0.32536 -1.98396 -1.0 -0.4 -1.8
Cl -4.74786 -0.29817 1.77935 -0.4 -0.2 0.5
Br -3.08471 0.74268 -0.04017 -0.8 0.7 0.4
H -0.61657 0.81891 2.66120 0.5 0.7 -1.8
H -1.35803 2.06265 1.75220 -2.2 1.8 0.0
H 0.38723 2.16226 1.99745 -0.1 0.1 0.0
H -0.46669 -2.77009 -2.07849 -0.6 2.0 0.6
H 0.69330 -1.45333 -1.80721 -0.4 -0.3 0.7
H -0.38004 -2.01648 -0.51842 -0.3 -0.4 3.2
```
Forces are in eV/Å.

## Properties
strongest force on any atom: 4.8 eV/A
energy: -103782.7495 eV
net charge: 0
spin multiplicity: 3
orbital gap (alpha / beta): 0.3756 / 0.2302 Eh

=====

Record 9
The following is a quantum chemistry calculation of a 2-piece molecular cluster, C4H6BrI overall in a non-equilibrium geometry, from OMol25.

Structure (XYZ):
```
12
Properties=species:S:1:pos:R:3:forces:R:3
C -0.49780 -1.75289 -0.27892 -0.9 1.5 0.3
C -1.34694 -1.27753 0.43211 -1.5 -0.2 2.3
C 0.47481 -1.97989 -1.32218 0.5 3.2 1.2
C 0.36662 2.47125 0.65485 0.4 1.5 -0.4
Br 1.19936 1.26458 1.84823 0.7 -0.2 1.1
I -2.72714 -0.94367 2.03440 1.6 -0.3 -1.9
H -0.63005 2.66656 1.00206 -0.5 -0.3 -0.1
H 1.32627 -1.19929 -1.12055 -0.7 -2.4 -0.2
H 0.05534 -1.59808 -2.21894 -0.5 0.0 -1.1
H 0.51474 -3.02145 -1.33912 1.7 -1.7 -0.6
H 0.84529 3.49137 0.54406 0.0 -1.5 0.2
H 0.41949 1.87905 -0.23600 -0.5 0.4 -0.8
```
Forces are in eV/Å.

## Properties
strongest force on any atom: 3.4 eV/A
SMILES string: CC#CI.CBr
energy: -82385.2982 eV
net charge: 0
orbital gap: 0.3421 Eh